[1]
{
  "formula": "C5H6N",
  "method": "ωB97M-V/def2-TZVPD",
  "total_charge": 1,
  "e_above_lowest_kcal_mol": 130.17,
  "mol_weight_da": 80.11,
  "orbital_gap_ha": [0.331, 0.211],
  "elements": ["C", "C", "C", "C", "C", "N", "H", "H", "H", "H", "H", "H"],
  "positions_angstrom": [[-1.00018, 0.02864, -0.17319], [0.51056, -0.09692, -0.22981], [-1.50357, -1.26590, 0.09790], [2.88718, 0.09004, 0.01794], [-1.85508, 1.13114, -0.00091], [1.67252, 0.09792, -0.19210], [-2.54577, -1.45681, 0.24753], [-0.72720, -2.03819, 0.16769], [3.35284, 0.99606, -0.40585], [3.39165, -0.73286, 0.50997], [-2.87800, 1.18426, -0.00049], [-1.30496, 2.06262, -0.03868]],
  "forces_ev_per_angstrom": [[-0.9, -3.1, 1.6], [-1.9, 2.2, -0.5], [2.3, 0.9, -0.8], [5.1, 1.4, -0.2], [5.0, 1.2, -0.9], [-6.1, -1.4, 0.0], [-0.3, -0.1, 0.1], [-0.9, -0.2, -0.1], [0.6, -0.8, 0.5], [0.0, 0.1, 0.0], [-2.3, -0.6, 0.1], [-0.5, 0.4, 0.1]]
}



[2]
{
  "formula": "C20H23AsN3O2RhS",
  "method": "ωB97M-V/def2-TZVPD",
  "multiplicity": 5,
  "mol_weight_da": 547.32,
  "orbital_gap_ha": [0.299, 0.232],
  "elements": ["Rh", "O", "C", "C", "C", "C", "C", "C", "C", "N", "C", "C", "N", "C", "C", "C", "C", "C", "C", "C", "O", "H", "H", "H", "H", "H", "H", "H", "H", "H", "H", "H", "H", "H", "H", "C", "As", "C", "C", "S", "H", "H", "H", "H", "H", "H", "H", "H", "H", "N", "C"],
  "positions_angstrom": [[0.48287, -0.51289, 0.14904], [-0.10464, 0.19769, 1.93299], [-1.23227, 0.72988, 2.34244], [-1.19828, 1.49446, 3.53066], [-2.32792, 2.10726, 4.01036], [-3.55948, 1.99321, 3.34780], [-3.61095, 1.23628, 2.20313], [-2.47073, 0.59606, 1.68778], [-2.64192, -0.17402, 0.47453], [-1.71702, -0.84937, -0.08506], [-1.95821, -1.56739, -1.32792], [-1.30671, -0.80012, -2.46132], [0.01822, -0.31670, -2.04495], [0.58170, 0.52994, -2.82324], [1.84794, 1.19682, -2.62450], [2.26015, 2.09987, -3.61846], [3.43458, 2.80513, -3.50250], [4.22360, 2.60825, -2.35772], [3.84422, 1.73701, -1.36574], [2.64037, 1.00609, -1.47423], [2.30625, 0.18629, -0.52016], [-0.24670, 1.57878, 4.03887], [-2.26720, 2.68925, 4.92291], [-4.44380, 2.47824, 3.73604], [-4.54586, 1.12116, 1.66607], [-3.65120, -0.19774, 0.05132], [-3.02860, -1.69647, -1.51473], [-1.49604, -2.54994, -1.22336], [-1.92306, 0.05779, -2.74673], [-1.19684, -1.45543, -3.32863], [0.06758, 0.79958, -3.75100], [1.62894, 2.23491, -4.49000], [3.74806, 3.48879, -4.27881], [5.15448, 3.15338, -2.25378], [4.44809, 1.58218, -0.48181], [1.90970, 4.53817, -0.08844], [-0.00372, 4.41518, -0.13382], [-0.61519, 5.00863, 1.58702], [-0.56833, 5.75917, -1.38092], [-0.66027, 2.50051, -0.59656], [2.21979, 5.57264, 0.05806], [2.29534, 4.14952, -1.03000], [2.27404, 3.91572, 0.72674], [-0.37240, 6.05985, 1.73942], [-0.13631, 4.39450, 2.34745], [-1.69078, 4.84929, 1.63413], [-0.23452, 6.74365, -1.05612], [-1.65400, 5.73044, -1.44697], [-0.14129, 5.51909, -2.35281], [0.92138, -3.76398, 0.35062], [0.84546, -2.61032, 0.32455]],
  "forces_ev_per_angstrom": [[0.5, -0.1, -0.1], [-0.3, 0.0, 0.0], [0.4, 0.1, 0.3], [0.0, -0.1, -0.1], [-0.1, 0.1, 0.1], [0.2, -0.1, 0.0], [0.0, 0.0, 0.0], [-0.3, 0.0, -0.3], [0.1, -0.2, 0.3], [0.1, 0.3, -0.4], [-0.1, -0.1, 0.3], [0.2, 0.0, -0.1], [-0.2, 0.1, 0.0], [0.4, -0.1, 0.0], [-0.4, 0.0, -0.2], [0.1, 0.1, 0.0], [0.0, -0.1, 0.1], [0.1, 0.0, 0.0], [0.0, 0.0, -0.1], [0.0, -0.2, 0.3], [-0.2, 0.1, 0.1], [0.0, 0.0, 0.0], [0.0, 0.0, 0.0], [0.0, 0.0, 0.0], [0.0, 0.0, 0.0], [0.0, 0.0, 0.0], [0.0, 0.0, 0.0], [0.0, 0.0, 0.0], [0.0, 0.0, 0.0], [0.0, 0.0, 0.0], [0.0, 0.0, 0.0], [0.0, 0.0, 0.0], [0.0, 0.0, 0.0], [0.0, 0.0, 0.0], [0.0, 0.0, 0.0], [0.1, 0.1, 0.0], [0.1, -0.2, 0.1], [0.0, 0.1, 0.1], [-0.1, 0.0, -0.1], [-0.2, 0.0, -0.1], [0.0, 0.0, 0.0], [0.0, 0.0, 0.0], [0.0, 0.0, 0.0], [0.0, 0.0, 0.0], [0.0, 0.0, 0.0], [0.0, 0.0, 0.0], [0.0, 0.0, 0.0], [0.0, 0.0, 0.0], [0.0, 0.0, 0.0], [0.0, 0.0, 0.0], [-0.1, 0.1, 0.0]]
}